Record 1
The following is a DFT calculation (the ωB97M-V functional and the def2-TZVPD basis) of C24H47GeLiN4O3S2Si as an isolated structure.

The geometry in ORCA input format:
```
! RIJCOSX wB97M-V def2-TZVPD def2/J DEFGRID3
* xyz -2 1
Li -0.720 0.774 0.283
C -2.258 4.115 2.296
C -1.936 2.953 1.387
N -1.067 1.919 1.809
N -0.615 2.032 3.043
C 0.055 1.118 3.655
N 0.534 1.390 4.993
S 0.316 -0.566 3.079
C -2.504 2.835 0.151
C -3.464 3.784 -0.389
C -4.057 3.566 -1.590
C -3.728 2.404 -2.347
C -2.781 1.552 -1.800
N -2.167 1.716 -0.642
H -1.621 4.053 3.175
H -3.304 4.106 2.632
H -2.082 5.078 1.800
H -0.212 1.272 5.676
H 1.245 0.708 5.217
H -3.713 4.665 0.193
H -4.787 4.271 -1.980
H -4.200 2.192 -3.299
H -2.493 0.651 -2.345
C 2.491 1.736 1.063
C 2.152 1.471 -0.403
C 1.461 2.718 -0.971
C 3.447 1.183 -1.174
O 1.258 0.346 -0.427
Si 0.859 -0.674 -1.683
S -0.811 -1.722 -1.199
O 0.808 0.380 -2.955
C 0.583 0.224 -4.338
C 1.948 0.182 -5.040
C -0.202 -1.047 -4.668
C -0.208 1.452 -4.798
O 2.207 -1.595 -2.100
C 2.691 -2.813 -1.544
C 1.901 -4.014 -2.076
C 2.644 -2.787 -0.014
C 4.146 -2.925 -2.010
H 3.213 2.553 1.138
H 2.909 0.838 1.522
H 1.585 2.001 1.610
H 2.104 3.593 -0.846
H 0.521 2.884 -0.436
H 1.232 2.575 -2.022
H 4.094 2.063 -1.149
H 3.228 0.926 -2.209
H 3.976 0.343 -0.718
H 2.537 -0.631 -4.611
H 2.479 1.122 -4.871
H 1.833 0.025 -6.115
H 0.365 -1.927 -4.359
H -0.405 -1.100 -5.740
H -1.141 -1.052 -4.115
H 0.370 2.359 -4.608
H -1.134 1.519 -4.225
H -0.439 1.396 -5.865
H 0.850 -3.873 -1.837
H 2.257 -4.944 -1.623
H 2.006 -4.081 -3.163
H 1.608 -2.764 0.325
H 3.139 -1.889 0.364
H 3.136 -3.670 0.401
H 4.188 -2.959 -3.101
H 4.611 -3.828 -1.607
H 4.710 -2.053 -1.672
C -4.077 -2.476 4.067
Ge -2.108 -2.256 4.192
C -1.301 -4.064 4.107
C -1.703 -1.504 5.983
C -1.400 -1.125 2.767
H -4.446 -3.146 4.846
H -4.338 -2.891 3.092
H -4.576 -1.512 4.166
H -1.643 -4.705 4.921
H -0.214 -3.982 4.153
H -1.567 -4.528 3.155
H -2.096 -2.136 6.782
H -2.141 -0.509 6.072
H -0.622 -1.415 6.098
H -2.001 -0.220 2.655
H -1.416 -1.659 1.815
*
```

The HOMO-LUMO gap comes out at 3.24 eV. For the energy above the lowest of the compared OMol25 structures with the same formula, charge and spin, the calculation gives 0.000 eV.

=====

Record 2
The following is a DFT calculation (the ωB97M-V functional and the def2-TZVPD basis) of a 5-piece molecular cluster, C24H47N9O11 overall.

The geometry in ORCA input format:
```
! RIJCOSX wB97M-V def2-TZVPD def2/J DEFGRID3
* xyz 0 1
C 10.735 -3.986 1.508
C 9.420 -3.705 0.836
C 9.190 -2.335 -0.094
O 9.906 -2.311 -1.252
O 8.291 -1.260 0.357
C 7.846 -0.400 -0.750
C 6.389 0.356 -0.439
C 5.147 -0.471 -1.195
C 3.755 0.443 -1.285
C 3.020 0.288 0.173
C 1.383 0.377 0.139
C 0.831 0.182 1.704
N 1.567 1.014 2.753
C 2.406 0.194 3.516
O 2.971 -0.903 4.092
O 0.612 -1.227 2.172
C -0.604 -1.313 3.047
O -1.151 -2.369 3.656
O -1.066 0.112 3.108
C -0.782 0.622 1.726
C -1.823 -0.227 0.774
C -2.515 0.717 -0.421
C -3.726 -0.234 -1.064
C -5.139 -0.114 -0.232
C -6.257 -1.084 -1.006
C -6.531 -2.506 -0.184
O -6.147 -3.638 -1.077
C -5.497 -4.697 -0.284
H 11.747 -3.516 1.126
H 10.770 -4.672 2.457
H 8.548 -4.479 0.935
H 7.660 -1.049 -1.710
H 8.710 0.397 -0.924
H 6.372 1.467 -0.829
H 6.142 0.387 0.709
H 4.958 -1.417 -0.503
H 5.490 -0.891 -2.234
H 4.137 1.563 -1.413
H 3.087 0.179 -2.208
H 3.438 1.174 0.852
H 3.290 -0.712 0.751
H 0.922 -0.432 -0.591
H 1.074 1.452 -0.257
H -0.706 1.789 1.597
H -2.740 -0.692 1.364
H -1.186 -1.039 0.199
H -3.011 1.638 0.105
H -1.738 1.022 -1.258
H -3.340 -1.353 -0.906
H -3.837 -0.104 -2.231
H -5.001 -0.430 0.895
H -5.548 1.007 -0.230
H -5.833 -1.356 -2.076
H -7.319 -0.559 -1.072
H -5.920 -2.495 0.820
H -7.672 -2.577 0.127
H -5.040 -5.473 -1.032
H -6.352 -5.262 0.319
H -4.640 -4.294 0.429
C -8.709 -6.687 2.289
O -8.561 -5.546 1.882
N -7.960 -7.717 1.856
N -9.636 -7.017 3.207
H -8.067 -8.664 2.179
H -7.251 -7.512 1.165
H -10.221 -6.271 3.559
H -9.773 -7.951 3.554
C 8.326 0.077 -4.864
O 7.259 -0.475 -4.648
N 9.416 -0.126 -4.102
N 8.508 0.937 -5.882
H 10.304 0.318 -4.264
H 9.322 -0.767 -3.325
H 7.713 1.118 -6.480
H 9.380 1.401 -6.075
C -3.437 4.508 -1.031
O -3.946 3.407 -0.888
N -2.853 4.897 -2.179
N -3.415 5.431 -0.052
H -2.429 5.799 -2.315
H -2.848 4.231 -2.941
H -3.843 5.179 0.829
H -3.000 6.342 -0.150
C -3.673 9.067 1.764
O -2.613 8.551 1.445
N -4.096 9.133 3.039
N -4.512 9.617 0.867
H -4.965 9.554 3.320
H -3.494 8.731 3.745
H -4.231 9.589 -0.104
H -5.388 10.047 1.110
*
```

The SMILES is C=CC(=O)OCCCCCC[C@]1(N=C=O)OC(=O)O[C@@H]1CCCCCCOC.NC(N)=O.NC(N)=O.NC(N)=O.NC(N)=O. The HOMO-LUMO gap comes out at 8.21 eV. For the energy above the lowest of the compared OMol25 structures with the same formula, charge and spin, the calculation gives 11.582 eV.

=====

Record 3
The following is a DFT calculation (the ωB97M-V functional and the def2-TZVPD basis) of C24H47OSi4Ti as an isolated structure.

The geometry in ORCA input format:
```
! RIJCOSX wB97M-V def2-TZVPD def2/J DEFGRID3
* xyz -2 2
Ti -1.946 -1.230 -0.376
C -1.993 0.241 1.378
C -2.637 0.905 0.269
C -3.827 0.152 -0.060
H -2.289 1.810 -0.198
C -3.904 -0.985 0.840
C -2.793 -0.886 1.743
H -2.609 -1.514 2.614
H -1.110 0.611 1.881
H -4.560 0.449 -0.791
H -4.695 -1.735 0.868
C 0.185 -2.140 -0.465
C -0.377 -2.328 0.842
C -1.515 -3.198 0.730
H 0.084 -1.912 1.759
C -1.683 -3.542 -0.653
C -0.607 -2.889 -1.395
H -0.387 -3.012 -2.426
H 1.066 -1.578 -0.752
H -2.135 -3.599 1.539
H -2.398 -4.207 -1.097
O -2.069 -0.600 -2.070
C -3.730 -1.930 -3.478
C -3.601 -0.462 -3.990
C -4.689 -2.251 -2.435
C -2.760 -2.881 -4.023
C -2.518 0.106 -3.090
H -4.561 0.054 -3.921
H -3.360 -0.470 -5.062
H -1.622 0.355 -3.697
H -2.833 1.083 -2.671
H -5.535 -2.878 -2.938
H -5.156 -1.362 -1.923
H -4.261 -2.853 -1.601
H -3.215 -3.337 -4.979
H -2.528 -3.698 -3.307
H -1.777 -2.448 -4.287
C -0.179 3.102 3.024
Si 1.315 1.945 3.047
C 2.815 2.939 3.612
C 0.964 0.480 4.189
Si 1.650 0.887 1.002
Si 1.789 2.369 -0.767
C 3.388 3.335 -0.509
C 1.802 1.386 -2.376
C 0.282 3.499 -0.762
Si 3.556 -0.460 1.128
C 4.927 0.373 2.127
C 3.100 -2.097 1.958
C 4.184 -0.791 -0.623
H -0.253 3.585 4.012
H -1.125 2.571 2.848
H -0.090 3.897 2.274
H 2.585 3.376 4.596
H 3.723 2.332 3.721
H 3.036 3.767 2.924
H 0.027 -0.035 3.929
H 1.769 -0.268 4.187
H 0.862 0.867 5.215
H 4.280 2.688 -0.474
H 3.494 4.020 -1.365
H 3.371 3.939 0.413
H 0.839 0.878 -2.548
H 1.964 2.099 -3.202
H 2.595 0.627 -2.425
H -0.618 2.966 -1.103
H 0.065 3.942 0.217
H 0.476 4.320 -1.470
H 4.716 0.374 3.206
H 5.857 -0.196 1.976
H 5.113 1.409 1.807
H 2.430 -2.699 1.330
H 4.017 -2.683 2.115
H 2.618 -1.961 2.935
H 3.496 -1.425 -1.201
H 4.360 0.128 -1.198
H 5.144 -1.325 -0.548
*
```

The HOMO-LUMO gap (spin up / spin down) comes out at 3.26 / 3.27 eV. Its expectation value of S² is 0.859.

=====

Record 4
The following is a DFT calculation (the ωB97M-V functional and the def2-TZVPD basis) of C24H48AgF2LiO14PS6 as an isolated structure.

The geometry in ORCA input format:
```
! RIJCOSX wB97M-V def2-TZVPD def2/J DEFGRID3
* xyz 2 2
Li 2.988 1.623 -0.065
Ag -0.700 -3.354 2.649
O 0.315 -1.633 1.342
P 0.389 -0.338 0.507
O 1.732 0.303 0.149
F -0.686 0.783 1.138
F -0.235 -0.702 -0.971
C -1.167 1.446 -3.388
C 0.371 1.243 -3.366
C 0.806 0.890 -4.712
S -0.248 1.978 -5.858
O -0.733 0.994 -6.864
O 0.571 3.110 -6.311
C -1.455 2.490 -4.524
H -1.530 1.759 -2.409
H -1.721 0.545 -3.653
H 0.745 0.566 -2.598
H 0.841 2.189 -3.096
H 0.404 -0.085 -4.989
H 1.874 0.932 -4.927
H -2.438 2.618 -4.977
H -1.084 3.392 -4.037
C 4.605 -1.178 5.110
C 3.743 -0.433 4.079
C 3.714 -1.320 2.821
S 3.338 -3.102 3.455
O 4.069 -4.120 2.705
O 1.898 -3.161 3.766
C 4.228 -2.681 5.067
H 4.395 -0.690 6.061
H 5.659 -1.101 4.841
H 4.059 0.589 3.869
H 2.702 -0.460 4.402
H 4.717 -1.309 2.395
H 3.047 -0.991 2.024
H 5.168 -3.230 5.016
H 3.744 -3.122 5.938
C -3.421 -2.831 -0.930
C -2.555 -2.673 -2.212
C -1.445 -3.705 -2.274
S -1.613 -4.754 -0.778
O -0.984 -4.134 0.389
O -1.589 -6.174 -1.124
C -3.430 -4.309 -0.614
H -4.434 -2.488 -1.140
H -2.989 -2.295 -0.084
H -2.269 -1.624 -2.283
H -3.273 -2.716 -3.030
H -0.462 -3.325 -2.553
H -1.716 -4.424 -3.047
H -3.760 -4.596 0.385
H -3.956 -4.930 -1.339
C 2.646 -3.040 -0.747
C 4.020 -3.756 -0.802
C 5.099 -2.721 -0.486
S 4.578 -1.189 -1.429
O 5.267 -1.278 -2.703
O 4.653 -0.023 -0.490
C 2.793 -1.841 -1.698
H 2.488 -2.731 0.287
H 1.730 -3.537 -1.066
H 4.247 -4.189 -1.776
H 3.957 -4.488 0.004
H 6.061 -3.081 -0.851
H 5.064 -2.536 0.588
H 2.864 -2.160 -2.739
H 2.041 -1.054 -1.736
C -5.226 0.995 0.040
C -6.586 1.128 0.662
C -6.707 2.399 1.549
S -5.081 2.340 2.483
O -5.343 1.593 3.738
O -4.456 3.677 2.473
C -4.190 1.281 1.209
H -5.079 1.708 -0.772
H -5.119 0.046 -0.486
H -6.829 0.196 1.172
H -7.285 1.118 -0.175
H -7.582 2.553 2.180
H -6.583 3.241 0.867
H -3.784 0.453 1.790
H -3.401 1.935 0.837
C -0.161 5.131 2.393
C 1.109 5.794 1.840
C 0.948 5.736 0.291
S 0.343 4.037 -0.107
O 1.405 3.075 -0.190
O -0.757 4.182 -1.050
C -0.351 3.781 1.620
H -0.978 5.830 2.215
H -0.114 5.073 3.481
H 1.996 5.218 2.104
H 1.276 6.772 2.292
H 1.843 5.895 -0.311
H 0.235 6.480 -0.067
H 0.146 2.907 2.040
H -1.423 3.588 1.572
*
```

The HOMO-LUMO gap (spin up / spin down) comes out at 8.49 / 2.64 eV. Its expectation value of S² is 0.759.

=====

Record 5
The following is a DFT calculation (the ωB97M-V functional and the def2-TZVPD basis) of a 4-piece molecular cluster, C24H48BrN4O5 overall.

The geometry in ORCA input format:
```
! RIJCOSX wB97M-V def2-TZVPD def2/J DEFGRID3
* xyz 1 1
C -1.951 -1.961 -2.749
C -3.128 -1.184 -2.166
C -3.090 0.313 -2.455
O -2.331 1.061 -1.483
C -3.070 1.327 -0.337
N -2.131 1.780 0.693
C -1.260 1.027 1.279
N -0.374 1.632 2.176
C 1.004 1.067 1.999
C 1.211 0.613 0.553
C 1.260 1.768 -0.497
C 0.777 3.132 -0.062
O -0.290 3.588 -0.319
Br 2.050 4.189 0.945
C 0.150 -0.448 0.163
N -1.134 -0.307 0.918
C -1.213 -1.242 2.062
C -2.361 -1.005 3.050
N -2.648 -2.275 3.728
H -2.099 -3.035 -2.614
H -1.003 -1.706 -2.269
H -1.846 -1.771 -3.820
H -4.055 -1.577 -2.596
H -3.196 -1.360 -1.086
H -2.592 0.511 -3.405
H -4.105 0.727 -2.503
H -3.777 2.151 -0.490
H -3.606 0.449 0.038
H -2.086 2.770 0.914
H -0.705 1.501 3.129
H 1.173 0.223 2.674
H 1.715 1.845 2.275
H 2.181 0.104 0.536
H 2.273 1.888 -0.887
H 0.613 1.513 -1.341
H -0.082 -0.366 -0.899
H 0.530 -1.455 0.350
H -0.250 -1.308 2.585
H -1.390 -2.225 1.618
H -3.246 -0.640 2.516
H -2.075 -0.242 3.785
H -3.639 -2.461 3.788
H -2.283 -2.246 4.670
C -2.328 6.022 -3.610
C -1.603 4.775 -3.107
C -2.114 3.717 -4.077
O -2.356 4.383 -5.310
C -2.306 5.800 -5.117
H -1.850 6.955 -3.315
H -3.357 6.034 -3.244
H -0.523 4.900 -3.214
H -1.815 4.526 -2.069
H -3.053 3.275 -3.716
H -1.399 2.909 -4.248
H -1.384 6.189 -5.561
H -3.154 6.252 -5.632
C 5.554 -1.819 -0.054
C 5.441 -0.589 -0.954
C 3.931 -0.423 -1.058
O 3.387 -0.892 0.182
C 4.407 -1.600 0.919
H 6.516 -1.905 0.447
H 5.389 -2.729 -0.636
H 5.886 0.279 -0.465
H 5.914 -0.713 -1.926
H 3.522 -1.023 -1.877
H 3.627 0.617 -1.205
H 4.721 -0.973 1.761
H 3.984 -2.525 1.308
C 0.783 -5.396 3.174
C 0.666 -4.072 3.926
C 2.038 -3.455 3.731
O 2.461 -3.888 2.445
C 1.637 -4.963 1.985
H -0.173 -5.810 2.858
H 1.292 -6.139 3.789
H -0.082 -3.430 3.454
H 0.392 -4.184 4.975
H 2.755 -3.771 4.495
H 2.006 -2.362 3.724
H 0.995 -4.584 1.181
H 2.270 -5.750 1.575
*
```

The HOMO-LUMO gap comes out at 7.94 eV. For the energy above the lowest of the compared OMol25 structures with the same formula, charge and spin, the calculation gives 0.000 eV.